21
Properties=species:S:1:pos:R:3:forces:R:3 method="wB97M-V/def2-TZVPD" spin_multiplicity=2 max_force_ev_per_a=4.49 total_charge=+2 gap_ha="0.364 / 0.201" e_lumo_ev="-7.63 / -12.08" e_above_lowest_kcal_mol=6.6 e_tot_ev=-63254.3620
O 1.3903 -1.9962 -0.6898 0.1 0.0 -0.5
C 1.4526 -2.5127 0.5149 -0.1 0.7 0.4
O 1.9010 -3.6236 0.7044 -0.1 0.0 0.2
O 1.0334 -1.7953 1.5476 0.2 -0.6 0.0
C 0.5807 -0.4843 1.4159 -0.1 0.4 -0.3
C -0.7037 -0.2288 1.1991 0.1 -0.3 -0.2
C -1.2486 1.1635 1.1256 0.1 0.3 0.2
C -2.0070 1.4634 -0.1365 -0.1 0.3 0.0
O -1.0678 1.3440 -1.3610 -0.6 -1.3 -1.3
C -0.1008 2.0471 -1.6061 2.1 2.5 3.1
O 0.5687 2.9200 -1.1598 -1.2 -1.9 -2.2
Cu 2.5453 -5.1323 -0.2407 0.1 -0.3 -0.1
H 0.9711 -1.1218 -0.7181 -0.1 -0.1 0.4
H 1.3578 0.2650 1.5751 -0.2 -0.2 0.1
H -1.4041 -1.0617 1.0892 0.2 0.2 0.1
H -0.4658 1.9186 1.2961 -0.2 -0.2 0.0
H -1.9995 1.3067 1.9213 0.2 0.0 -0.1
H -2.3947 2.4843 -0.1906 0.0 -0.2 0.0
H -2.7636 0.7226 -0.4039 0.2 0.2 0.0
O 0.7002 1.2343 -3.0117 -1.0 0.6 0.1
H 1.6545 1.0874 -2.8709 0.6 0.0 0.1



85
Properties=species:S:1:pos:R:3:forces:R:3 method="wB97M-V/def2-TZVPD" spin_multiplicity=5 max_force_ev_per_a=5.32 total_charge=+1 gap_ha="0.183 / 0.102" e_lumo_ev="-3.81 / -6.93" e_above_lowest_kcal_mol=75.5 e_tot_ev=-152265.0810
Pt -0.0763 -0.6448 0.0422 -0.7 -0.1 1.4
Br 3.1185 -1.9006 6.6756 0.3 -0.3 -0.2
C 2.1271 -1.8509 5.1164 -1.7 0.5 1.1
C 0.7301 -1.8482 5.2434 -0.6 -0.3 2.7
C -0.0406 -1.4921 4.1846 -1.8 -0.5 0.8
C 0.4634 -1.1126 2.9400 -2.1 1.0 -1.3
O -0.4394 -0.6385 2.0863 1.9 -0.8 0.6
C 1.8445 -1.2203 2.7631 2.5 -0.8 -0.1
C 2.4631 -1.1034 1.4590 3.1 -0.5 1.8
N 1.8285 -1.0860 0.3258 2.4 -0.3 -4.7
C 2.5752 -1.3036 -0.9024 -4.1 1.7 2.1
C 3.9168 -1.6491 -1.0207 2.3 -0.8 -1.1
C 4.3722 -1.9505 -2.3224 0.0 -0.5 2.3
C 3.4886 -1.9602 -3.4182 1.2 0.0 -1.0
C 2.1274 -1.6753 -3.3009 -0.2 0.4 -1.4
C 1.1867 -1.8251 -4.3401 -0.1 0.6 0.3
C -0.1546 -1.7149 -4.0365 -0.7 -0.8 1.5
C -0.5154 -1.5082 -2.6890 -2.2 -0.2 -1.6
N 0.3855 -1.1511 -1.7906 0.5 1.3 0.1
C 1.7119 -1.2038 -2.0945 -1.0 -1.4 3.2
C 2.6540 -1.5990 3.8832 1.1 0.8 -2.5
H 0.3047 -2.0194 6.3036 0.5 0.1 -2.1
H -1.1348 -1.5183 4.2273 0.4 0.2 0.3
H 3.5960 -1.2241 1.3954 -1.7 0.3 0.5
H 4.5246 -1.7567 -0.1000 -0.2 0.0 -1.2
H 5.3695 -2.3945 -2.4356 -0.3 0.6 -0.1
H 3.8486 -2.1777 -4.4231 0.2 -0.2 0.3
H 1.5027 -1.9981 -5.3417 0.3 -0.4 -0.5
H -0.9601 -1.9782 -4.7163 0.3 0.3 -0.1
H -1.5963 -1.6048 -2.3433 1.7 0.4 -0.5
H 3.7562 -1.6441 3.8397 -0.7 0.1 -0.6
Cl -3.9157 -6.9706 1.3310 -1.2 -1.5 0.3
C -2.7146 -5.8259 1.2748 0.7 2.8 0.0
C -1.4179 -6.0685 1.7269 1.5 0.4 -0.2
C -0.3535 -5.2340 1.3576 -1.5 0.7 -0.9
Cl 1.2604 -5.7576 1.3290 0.7 -0.3 0.6
C -0.5916 -3.9358 0.6825 -1.2 -0.4 0.9
O 0.2850 -3.1943 0.1846 0.2 -0.5 0.4
C -2.0084 -3.5680 0.6674 -0.3 0.6 -0.7
C -2.5938 -2.3205 0.2454 0.2 0.4 -1.0
O -2.1603 -1.1458 0.0298 -0.7 -1.4 0.0
C -3.0098 -4.5532 0.8150 -0.9 -1.4 -0.3
H -1.2539 -6.9268 2.3620 0.3 -0.4 -0.4
H -3.6528 -2.4610 -0.0457 0.1 0.3 0.5
H -4.0790 -4.4339 0.4797 1.3 0.5 0.5
C -2.1886 1.7385 1.9582 -0.6 2.7 -0.4
C -1.0550 2.7372 1.4614 1.0 -1.9 -1.9
C -1.4996 4.1879 1.2889 0.5 1.2 0.1
C 0.2940 2.6548 2.2068 -0.7 0.2 0.9
Si -0.5580 1.8696 -0.3215 -0.9 2.5 0.8
C 1.0631 2.7440 -0.9840 0.5 -0.7 0.1
C 1.1878 2.3696 -2.4980 0.0 1.3 -0.4
C 1.2191 4.2738 -0.7980 1.7 -0.6 -0.3
C 2.3280 2.1257 -0.2787 1.6 0.3 -1.3
C -2.0636 2.4333 -1.4869 0.1 -1.5 -0.6
C -3.4572 2.2254 -0.8887 0.2 -0.6 -0.4
C -1.9946 1.5318 -2.7713 1.0 0.7 -0.7
C -2.0480 3.8678 -1.9798 0.1 0.9 -1.4
H -1.8961 1.1827 2.8153 0.2 -0.4 0.8
H -2.5309 1.0511 1.1854 0.1 -0.1 0.2
H -3.0689 2.4083 2.2054 0.7 -1.0 0.0
H -2.0857 4.5197 2.1747 0.3 -0.1 -0.4
H -2.1275 4.3657 0.4017 0.2 -0.2 0.7
H -0.6090 4.9167 1.1890 -1.3 -1.2 0.2
H 0.1499 2.5990 3.2992 0.1 0.0 -0.1
H 0.9420 3.5252 2.0133 -0.3 -0.4 0.0
H 0.8184 1.7611 1.8946 0.4 -0.3 0.2
H 0.4141 2.8589 -3.1470 0.6 -0.5 0.7
H 1.1511 1.2912 -2.6622 0.0 0.0 0.0
H 2.1531 2.7407 -2.9047 -0.3 -0.2 0.3
H 0.4794 4.9340 -1.1220 -1.8 0.6 -0.5
H 2.0593 4.5518 -1.4767 0.0 -0.1 0.7
H 1.4553 4.5819 0.2294 0.1 -0.3 -0.3
H 2.1493 1.2498 0.2980 -0.4 -0.7 0.3
H 2.8939 2.7783 0.4406 -0.7 -0.1 -0.9
H 3.0700 1.8047 -1.1134 -0.9 0.6 1.4
H -3.6287 1.1588 -0.6314 -0.1 0.6 -0.2
H -4.1202 2.5475 -1.7136 -0.3 -0.2 0.7
H -3.5911 2.8378 0.0014 -0.3 0.0 -0.1
H -2.4107 0.5391 -2.6184 -0.3 0.0 0.1
H -0.9431 1.3791 -3.1263 -0.9 0.0 0.3
H -2.4849 2.0584 -3.6348 0.0 -0.7 0.8
H -2.4797 4.6344 -1.3232 0.5 -0.3 0.1
H -2.7031 3.9524 -2.8907 0.4 -0.3 0.6
H -1.0555 4.1623 -2.3420 -0.3 0.2 0.3



5
Properties=species:S:1:pos:R:3:forces:R:3 method="wB97M-V/def2-TZVPD" spin_multiplicity=1 max_force_ev_per_a=4.82 gap_ha="0.261 / 0.276" e_lumo_ev="-1.66 / -1.68" e_above_lowest_kcal_mol=67.2 e_tot_ev=-87797.5283
N 0.9115 -0.6792 -0.7476 -3.1 2.0 2.2
F -1.4664 -0.8333 0.5392 1.2 1.1 0.5
F -1.5226 1.2840 -0.2997 1.2 -0.2 0.8
S -0.4018 0.4102 0.5195 -0.8 -3.0 -3.7
Br 2.4793 -0.1817 -0.0114 1.4 0.2 0.3



65
Properties=species:S:1:pos:R:3:forces:R:3 method="wB97M-V/def2-TZVPD" spin_multiplicity=1 max_force_ev_per_a=2.90 total_charge=-2 gap_ha=0.263 e_lumo_ev=3.92 e_above_lowest_kcal_mol=18.3 e_tot_ev=-45755.1240
O -1.3480 -1.0122 -0.6847 0.6 -0.8 0.2
C -0.5682 -0.2639 0.1853 0.4 0.3 -0.2
C 0.5981 0.4451 -0.5019 -1.5 1.2 2.1
O 1.1338 1.3286 0.4650 0.1 -0.6 -1.1
H -0.0981 -0.7965 1.0821 -0.9 0.4 -0.8
H -1.2536 0.5343 0.4549 0.4 0.5 1.3
H 0.1899 1.0349 -1.2771 -0.7 0.6 -1.2
H 1.2504 -0.2012 -1.0193 1.5 -1.0 0.0
O 3.2163 -0.1885 -3.4282 -0.2 -0.2 -1.7
H 2.5017 0.4345 -3.6636 0.5 -0.4 0.3
H 3.3941 -0.6737 -4.2754 -0.3 0.6 1.2
O -1.9502 -2.8717 1.8911 -0.1 -1.1 -0.5
H -1.5148 -2.1165 1.4945 0.0 0.6 -0.1
H -2.0762 -2.7259 2.8196 0.0 0.3 0.3
O -2.6492 1.6132 2.9001 0.9 1.3 -0.1
H -3.0071 0.7481 2.9399 -0.5 -1.3 -0.3
H -1.6760 1.5294 2.6563 -0.5 0.1 0.6
O -2.4484 1.0789 -2.0660 0.8 1.3 -1.6
H -1.9460 0.4781 -1.5281 0.3 -1.3 0.5
H -1.6961 1.4968 -2.5878 -1.5 0.0 0.7
O 2.2066 3.5038 1.7894 0.6 1.0 0.4
H 1.7591 2.7736 1.3633 -0.2 -0.6 -0.4
H 2.8682 3.7748 1.1445 -0.1 -0.1 0.1
O -3.6978 -0.2927 0.4254 1.2 0.2 0.7
H -2.8988 -0.4564 -0.1597 -1.1 -0.5 0.5
H -4.4848 -0.5219 -0.0449 -0.3 -0.2 -0.7
O 2.8464 -0.2529 1.4856 0.6 1.2 0.3
H 2.4119 -1.0741 1.6418 -0.4 -1.2 0.3
H 2.1930 0.2529 0.9256 0.6 0.4 0.8
O 0.0483 -3.2126 -0.5364 1.1 -0.5 0.2
H -0.4980 -2.4142 -0.5969 -0.6 1.1 -0.5
H -0.5846 -3.8812 -0.3183 -0.4 -0.8 0.2
O 1.5180 -2.5082 1.7091 1.1 -0.4 1.3
H 0.8844 -2.4242 2.4088 -0.4 0.2 1.0
H 0.9596 -2.6290 0.9669 -0.9 -0.6 -2.0
O 2.5297 -2.4850 -1.9446 -0.3 0.1 -0.5
H 1.9442 -2.8052 -1.2538 -0.4 -0.2 0.0
H 2.1176 -1.6488 -2.2544 0.4 -0.6 0.0
O -0.4510 2.8880 -2.9442 0.0 -0.3 -2.2
H 0.1958 2.3886 -3.4679 -0.1 0.3 0.4
H -0.2240 2.7620 -2.0321 0.1 0.4 1.6
O 0.0315 1.4356 2.7972 -1.0 0.1 1.4
H 0.3755 1.3879 1.9029 0.9 0.3 -1.5
H -0.0256 0.4987 2.9964 0.1 -0.1 0.1
O -0.0318 -0.9577 -2.9283 1.7 -0.2 -2.4
H -0.3976 -0.9286 -2.0581 -1.4 -0.1 1.3
H -0.6221 -0.4963 -3.5206 -0.4 0.1 0.1
O -3.0749 -2.7168 -1.4176 -1.2 -1.4 -0.5
H -3.2459 -3.2506 -0.6293 0.2 0.5 -0.1
H -2.3341 -2.1391 -1.2120 0.3 0.4 0.4
O -0.3870 -1.0162 3.9141 1.8 0.7 0.5
H -1.2063 -1.4231 4.0814 -1.6 -0.6 0.4
H -0.2203 -0.4053 4.6607 -0.1 -0.5 -0.5
O 4.1329 -0.8210 -0.6885 0.8 -0.9 -0.1
H 3.9719 -0.7326 0.2864 -0.4 -0.3 -1.1
H 3.7614 -1.6634 -1.0740 0.3 1.3 1.0
O -0.6315 3.2593 -0.2449 -0.7 -0.2 0.2
H -1.5356 3.0517 0.1174 0.9 0.4 -0.5
H -0.0228 2.5576 0.0709 0.1 0.2 0.4
O -3.2905 2.5334 0.3245 0.6 -0.2 0.7
H -2.8699 1.8585 -0.2367 -0.8 0.2 -0.4
H -3.1596 2.1463 1.2240 -0.4 0.4 -0.4
O 3.2542 1.9114 -1.0978 -1.1 -1.2 -0.7
H 2.3915 1.5342 -0.6960 1.9 1.5 0.0
H 3.4406 2.7670 -0.7357 -0.4 0.4 0.5



93
Properties=species:S:1:pos:R:3:forces:R:3 method="wB97M-V/def2-TZVPD" spin_multiplicity=1 smiles="C=C[C@](NCl)(c1ccccn1)[C@H](CCC(F)(F)C(F)(F)C(F)(F)C(F)(F)F)OCCCCS(=O)(=O)O.C[N+](=O)[O-].C[N+](=O)[O-].C[N+](=O)[O-].C[N+](=O)[O-].C[N+](=O)[O-]" max_force_ev_per_a=2.28 gap_ha=0.319 e_lumo_ev=-0.31 e_tot_ev=-112381.1754
C 1.1629 1.2094 -2.6091 0.3 0.0 0.4
C 2.1386 1.8098 -1.8726 -0.5 -0.7 -0.3
C 1.9576 2.1149 -0.3796 1.6 -0.9 -0.3
N 0.6441 2.7830 -0.3093 -0.3 -0.2 0.1
Cl 0.5392 4.1461 0.7498 0.0 -0.1 0.1
C 3.1262 3.0154 0.0557 -0.5 -0.5 0.2
C 3.6488 2.9261 1.3399 0.5 0.6 0.0
C 4.6723 3.7986 1.6892 -0.3 -0.1 -0.4
C 5.0920 4.7210 0.7447 0.4 0.2 0.2
C 4.5127 4.7302 -0.5120 -0.3 -0.1 0.2
N 3.5367 3.8908 -0.8569 0.2 0.2 0.1
C 1.8884 0.7724 0.3851 -1.1 -0.2 0.1
C 1.1679 0.8094 1.7524 0.8 -0.1 0.0
C 0.0126 -0.1905 1.8951 0.4 0.4 0.2
C -1.3854 0.3199 1.5654 0.0 -0.6 0.3
F -2.2273 -0.1855 2.5221 -0.1 0.0 -0.1
F -1.4987 1.6601 1.6654 0.1 0.1 -0.2
C -1.9761 -0.1683 0.1907 -0.3 0.1 0.1
F -1.0046 -0.6886 -0.5864 0.1 0.2 0.0
F -2.8613 -1.1650 0.4197 0.0 0.0 0.0
C -2.7427 0.8712 -0.6740 0.0 -0.2 -0.4
F -2.0018 1.9438 -0.9481 0.1 0.0 0.3
F -2.9796 0.2590 -1.8603 -0.1 -0.1 0.0
C -4.1427 1.3168 -0.1168 0.1 0.5 -0.4
F -4.2189 1.2630 1.2120 0.0 -0.2 -0.1
F -5.1088 0.5827 -0.6538 0.0 -0.2 0.3
F -4.3522 2.5863 -0.4889 0.0 -0.1 0.1
O 3.1694 0.1588 0.4721 -0.1 0.2 0.0
C 3.3663 -0.8968 -0.4380 0.5 -0.3 0.1
C 2.9816 -2.2655 0.1124 -0.1 -0.5 -0.4
C 2.9864 -3.3138 -1.0296 0.0 0.3 0.1
C 1.6894 -4.1307 -1.1044 0.7 -0.4 -0.1
S 1.0302 -4.4337 -2.7371 -2.2 -0.4 -0.5
O 0.0320 -3.4359 -3.0193 0.7 0.6 0.1
O 0.5658 -5.7827 -2.8196 0.8 -0.2 0.3
O 2.1861 -4.2838 -3.8126 0.3 0.1 0.4
H 0.7038 0.2753 -2.2911 -1.2 0.9 0.7
H 0.7878 1.6580 -3.5243 1.1 -0.9 -0.9
H 3.0884 2.0378 -2.3395 -0.5 1.7 -0.2
H 0.3881 3.1316 -1.2237 0.1 0.1 0.0
H 3.3159 2.2271 2.0852 -0.2 -0.1 -0.2
H 5.1262 3.7550 2.6696 0.0 0.0 0.0
H 5.8754 5.4302 0.9802 0.0 0.0 0.0
H 4.8266 5.4535 -1.2549 0.0 0.0 -0.1
H 1.2662 0.1208 -0.2390 0.0 0.1 -0.1
H 1.9225 0.5008 2.4790 0.0 0.1 0.0
H 0.8843 1.8231 2.0246 -0.2 -0.1 0.0
H 0.2431 -1.0899 1.3264 -0.2 0.0 0.0
H -0.0354 -0.4901 2.9417 -0.2 0.0 0.0
H 4.4380 -0.9200 -0.6618 0.0 0.1 0.0
H 2.8629 -0.7282 -1.3950 -0.2 0.2 0.1
H 3.6859 -2.5938 0.8773 -0.1 0.2 0.2
H 1.9872 -2.2612 0.5631 0.0 0.3 0.1
H 3.8381 -3.9806 -0.9085 -0.1 -0.1 -0.1
H 3.1546 -2.8050 -1.9817 0.0 0.1 0.0
H 1.8319 -5.1262 -0.6860 -0.1 0.0 0.0
H 0.8589 -3.6580 -0.5826 0.0 0.1 -0.1
H 2.2578 -3.3493 -4.0602 0.0 0.0 -0.1
C -1.9277 -7.0381 -0.7383 0.0 -0.1 -0.2
N -1.7314 -7.7875 0.5323 0.0 0.0 0.0
O -1.5802 -8.9878 0.4701 0.0 0.0 0.0
O -1.7327 -7.1328 1.5563 0.0 0.0 0.0
H -1.8992 -7.7401 -1.5625 0.0 0.0 0.0
H -2.8905 -6.5398 -0.6794 0.0 0.1 0.1
H -1.1211 -6.3172 -0.8183 0.0 0.0 0.0
C -2.5192 -1.5302 -4.6386 0.0 -0.1 0.2
N -3.3276 -2.1070 -5.7475 0.0 0.0 0.0
O -3.8176 -3.2034 -5.5822 0.0 0.0 0.0
O -3.4409 -1.4308 -6.7490 0.0 0.0 0.0
H -2.5019 -2.2364 -3.8173 0.0 0.0 0.0
H -1.5189 -1.3555 -5.0220 0.0 0.1 0.0
H -2.9912 -0.5969 -4.3474 0.0 0.0 -0.1
C -4.1134 1.9048 4.2303 0.1 0.0 0.0
N -3.3515 2.5697 5.3234 0.0 0.0 0.0
O -2.1438 2.6204 5.2187 0.0 0.0 0.0
O -3.9957 3.0159 6.2489 0.0 0.0 0.0
H -3.4090 1.5629 3.4876 0.1 0.0 0.0
H -4.6567 1.0751 4.6729 -0.1 0.1 0.0
H -4.8002 2.6395 3.8208 -0.1 0.0 0.1
C -6.7865 4.6509 -0.2541 -0.2 -0.1 0.1
N -6.9172 6.0987 -0.5781 0.0 0.0 0.0
O -7.9749 6.6395 -0.3363 0.0 0.0 0.0
O -5.9457 6.6362 -1.0654 0.0 0.0 0.0
H -7.7236 4.3103 0.1699 0.0 0.0 0.0
H -6.5580 4.1305 -1.1787 0.1 0.0 0.0
H -5.9705 4.5499 0.4543 0.1 0.0 -0.1
C 5.5302 -1.2953 3.3417 -0.1 -0.1 0.0
N 5.3726 0.1509 3.0292 0.0 0.0 -0.1
O 4.3064 0.6715 3.2804 0.1 -0.1 0.3
O 6.3272 0.7127 2.5387 0.0 0.0 0.0
H 4.6017 -1.6548 3.7690 0.0 0.0 0.0
H 5.7635 -1.8019 2.4101 0.1 0.0 0.0
H 6.3529 -1.3869 4.0441 0.1 0.0 -0.1